Here is an isolated molecule of C6H11ClOS2 at a distorted geometry from the OMol25 dataset. Energies are from the ωB97M-V functional and the def2-TZVPD basis.

- Relative energy (zero: lowest compared OMol25 entry of this formula, charge and spin): 10.2 kJ/mol
- Calculated total energy: -42638.95324 eV
- Kohn-Sham gap: 9.86 eV
- Lowest unoccupied orbital energy: 0.524 eV
- HOMO level: -9.34 eV

Structure (ORCA input):
```
! wB97M-V def2-TZVPD RIJCOSX def2/J DEFGRID3
* xyz 0 1
C 0.250 -1.998 2.731
C 1.203 1.686 -1.000
C 0.357 0.478 -0.969
C -0.054 0.071 0.446
C -0.975 -1.255 0.486
C -1.312 -1.668 1.848
O 0.432 -1.677 3.855
S -2.035 -3.330 2.029
S -2.157 -0.377 2.668
Cl 1.422 -2.882 1.751
H 1.179 2.043 -2.026
H 2.081 1.406 -0.586
H 0.936 2.568 -0.468
H 0.784 -0.390 -1.341
H -0.599 0.650 -1.359
H 0.839 -0.248 0.987
H -0.622 0.796 0.917
H -1.710 -1.025 -0.343
H -0.359 -1.965 -0.013
H -2.150 -3.815 0.771
H -2.334 -0.917 3.975
*
```



Here is a structure of composition C6H11F2NO2 at a distorted geometry from the OMol25 dataset. Energies are from the ωB97M-V functional and the def2-TZVPD basis.

- Relative energy (zero: lowest compared OMol25 entry of this formula, charge and spin): 667.1 kJ/mol
- Calculated total energy: -17413.62015 eV
- Kohn-Sham gap: 9.49 eV
- Lowest unoccupied orbital energy: 0.486 eV
- HOMO level: -9.01 eV

Structure (ORCA input):
```
! wB97M-V def2-TZVPD RIJCOSX def2/J DEFGRID3
* xyz 0 1
C 0.630 2.654 -0.600
C 0.116 1.108 -0.724
C 1.170 -0.993 0.334
C -0.031 -1.759 -0.383
C -1.113 -0.964 0.129
C -1.031 0.570 0.167
H -0.466 3.274 0.056
H 0.935 2.804 -1.900
H 1.805 2.605 0.304
H -0.355 0.887 -1.626
H 1.846 0.153 -1.375
H 0.879 -0.951 1.368
H 2.219 -1.459 0.185
H 0.081 -1.828 -1.468
H -0.322 -2.953 1.204
H -2.021 -1.190 -0.357
H -1.303 -0.279 2.120
N 1.400 0.302 -0.375
O -0.193 -3.067 0.039
O -1.260 -1.243 1.629
F -2.156 1.341 -0.228
F -0.830 0.988 1.501
*
```



Here is a cluster of 2 separate species, C6H11F7O3SSi in total from the OMol25 dataset. Energies are from the ωB97M-V functional and the def2-TZVPD basis.

- Calculated total energy: -50277.46394 eV
- Kohn-Sham gap: 11.65 eV
- Lowest unoccupied orbital energy: 0.595 eV
- HOMO level: -11.05 eV

Structure (ORCA input):
```
! wB97M-V def2-TZVPD RIJCOSX def2/J DEFGRID3
* xyz 0 1
F -4.894 1.172 1.248
C -4.450 1.956 0.272
F -5.471 2.654 -0.200
F -3.556 2.802 0.795
C -3.807 1.085 -0.847
F -4.820 0.525 -1.539
F -3.092 0.087 -0.254
C -2.861 1.852 -1.807
F -3.482 3.031 -2.144
F -2.798 1.087 -2.953
Si -1.038 2.147 -1.221
H -0.400 0.858 -0.926
H -1.089 3.030 -0.045
H -0.347 2.841 -2.319
O 1.898 0.116 0.458
S 1.893 -1.104 1.209
O 2.365 -1.100 2.559
O 2.661 -2.216 0.375
C 3.967 -1.875 -0.148
C 5.047 -1.912 0.912
C 0.295 -1.836 1.152
H 3.907 -0.900 -0.633
H 4.149 -2.624 -0.916
H 4.909 -1.126 1.653
H 6.020 -1.775 0.440
H 5.041 -2.870 1.431
H -0.044 -1.863 0.120
H -0.358 -1.208 1.755
H 0.355 -2.835 1.575
*
```



Here is an isolated molecule of C6H11FN2 at a distorted geometry from the OMol25 dataset. Energies are from the ωB97M-V functional and the def2-TZVPD basis.

- Calculated total energy: -12091.04246 eV
- Kohn-Sham gap (alpha / beta): 6.99 / 7.29 eV
- Lowest unoccupied orbital energy (alpha / beta): 1.004 / -1.590 eV
- ⟨S²⟩: 2.0281
- HOMO level (alpha / beta): -5.99 / -8.88 eV

Structure (ORCA input):
```
! wB97M-V def2-TZVPD RIJCOSX def2/J DEFGRID3
* xyz 0 3
C -0.666 0.580 -0.878
C -1.889 -0.161 -0.424
C 0.287 0.266 0.991
C -2.364 -1.422 -1.258
C 2.716 1.022 0.631
C 1.736 -0.166 0.905
N -1.746 -0.652 0.934
N -0.733 -0.450 1.527
F 0.276 0.028 -1.692
H -0.728 1.656 -1.016
H -2.565 0.719 -0.283
H 0.262 1.291 1.340
H -1.501 -2.063 -1.353
H -2.844 -1.146 -2.289
H -3.052 -1.918 -0.522
H 2.405 1.892 1.302
H 2.741 1.261 -0.492
H 3.621 0.583 0.798
H 2.095 -0.547 1.820
H 1.950 -0.774 -0.043
*
```



Here is the ion C6H11FN3O2 with charge +1 at a distorted geometry from the OMol25 dataset. Energies are from the ωB97M-V functional and the def2-TZVPD basis.

- Relative energy (zero: lowest compared OMol25 entry of this formula, charge and spin): 0.0 kJ/mol
- Calculated total energy: -17676.15353 eV
- Kohn-Sham gap: 10.14 eV
- Lowest unoccupied orbital energy: -3.566 eV
- HOMO level: -13.71 eV

Structure (ORCA input):
```
! wB97M-V def2-TZVPD RIJCOSX def2/J DEFGRID3
* xyz 1 1
O 3.022 -1.145 0.788
C 3.068 -0.636 -0.300
F 3.676 -1.170 -1.328
N 2.421 0.552 -0.690
C 1.634 1.095 0.388
O 2.153 1.753 1.245
C 0.138 0.821 0.429
C -0.558 1.014 -0.920
N -1.980 0.874 -0.745
C -2.392 -0.428 -0.277
C -1.476 -1.122 0.764
N -0.052 -0.625 0.794
H 1.884 0.334 -1.527
H -0.301 1.460 1.174
H -0.226 0.237 -1.599
H -0.321 1.976 -1.347
H -2.350 1.620 -0.180
H -3.353 -0.299 0.191
H -2.552 -1.105 -1.100
H -1.414 -2.166 0.506
H -1.883 -1.098 1.758
H 0.565 -1.203 0.231
H 0.296 -0.741 1.746
*
```



Here is a structure of composition C6H11FeO4 at a distorted geometry from the OMol25 dataset. Energies are from the ωB97M-V functional and the def2-TZVPD basis.

- Calculated total energy: -48967.81159 eV
- Kohn-Sham gap (alpha / beta): 8.27 / 8.25 eV
- Lowest unoccupied orbital energy (alpha / beta): -4.437 / -4.530 eV
- ⟨S²⟩: 6.0190
- HOMO level (alpha / beta): -12.71 / -12.78 eV

Structure (ORCA input):
```
! wB97M-V def2-TZVPD RIJCOSX def2/J DEFGRID3
* xyz 1 5
O -1.404 0.257 0.417
C -1.663 -1.114 0.083
C -0.432 -1.872 0.516
O 0.711 -1.176 0.047
C 1.966 -1.564 0.622
C 2.987 -0.472 0.324
O 2.454 0.795 0.519
Fe 0.601 0.876 0.027
H -1.837 -1.184 -0.999
H -2.545 -1.482 0.621
H -0.458 -2.895 0.117
H -0.394 -1.906 1.617
H 2.264 -2.541 0.215
H 1.827 -1.648 1.713
H 3.358 -0.615 -0.712
H 3.858 -0.655 0.983
C -0.636 2.702 0.353
O -1.896 2.501 0.373
C -2.443 1.168 0.408
H -0.482 3.793 0.382
H -3.044 1.125 1.325
H -3.063 1.049 -0.490
*
```



Here is a structure of composition C6H11GdN5P at a distorted geometry from the OMol25 dataset. Energies are from the ωB97M-V functional and the def2-TZVPD basis.

- Calculated total energy: -43962.65408 eV
- Kohn-Sham gap (alpha / beta): 4.70 / 6.87 eV
- Lowest unoccupied orbital energy (alpha / beta): 0.048 / -0.049 eV
- ⟨S²⟩: 15.8599
- HOMO level (alpha / beta): -4.65 / -6.92 eV

Structure (ORCA input):
```
! wB97M-V def2-TZVPD RIJCOSX def2/J DEFGRID3
* xyz 0 8
C -0.354 -0.700 -1.872
C -0.572 0.157 -2.927
C -0.357 1.563 -2.987
C 0.260 2.338 -1.954
C 0.714 1.904 -0.739
Gd -0.599 0.360 0.097
P 0.200 -2.423 0.734
H -0.473 -1.763 -2.120
H -0.970 -0.227 -3.887
H -0.595 2.099 -3.916
H 1.298 2.584 -0.102
H 0.405 3.397 -2.221
H 1.422 -2.778 1.353
H 0.209 -3.527 -0.131
H -0.580 -3.089 1.713
N 1.151 2.967 4.751
N 0.949 1.867 3.941
N 0.709 0.661 4.520
C 0.345 -0.059 3.468
N 0.277 0.660 2.313
N 0.660 1.928 2.638
H 1.434 3.823 4.304
H 1.372 2.741 5.723
H 0.151 -1.118 3.541
*
```



Here is the ion C6H11N with charge -1 from the OMol25 dataset. Energies are from the ωB97M-V functional and the def2-TZVPD basis.

- Relative energy (zero: lowest compared OMol25 entry of this formula, charge and spin): 50.7 kJ/mol
- Calculated total energy: -7887.93988 eV
- Kohn-Sham gap (alpha / beta): 3.68 / 6.18 eV
- Lowest unoccupied orbital energy (alpha / beta): 4.110 / 4.028 eV
- ⟨S²⟩: 0.7618
- HOMO level (alpha / beta): 0.43 / -2.15 eV

Structure (ORCA input):
```
! wB97M-V def2-TZVPD RIJCOSX def2/J DEFGRID3
* xyz -1 2
C -0.532 0.970 -2.270
N -1.452 0.243 -1.423
C -1.042 -0.210 -0.151
C -2.014 -0.666 0.725
C 2.319 -0.427 1.688
C 0.843 -0.269 1.433
C 0.343 -0.352 0.124
H -1.059 1.394 -3.124
H 0.235 0.276 -2.598
H -0.034 1.812 -1.769
H -2.421 0.489 -1.562
H -1.723 -1.243 1.596
H -3.055 -0.329 0.714
H 2.848 0.385 2.214
H 2.567 -1.379 2.185
H 2.868 -0.478 0.739
H 0.278 0.263 2.189
H 1.033 -0.476 -0.711
*
```



What is the formula in the seventh record? C6H11GdN5P



Which value of calculated total energy does entry 8 give? -7887.93988 eV



Which formula does entry 4 have? C6H11FN2